Entry 1:
Below is a structure of composition C19H28Br23F3O3 in a non-equilibrium geometry, with properties calculated with the ωB97M-V functional and the def2-TZVPD basis.

```
! RIJCOSX wB97M-V def2-TZVPD def2/J DEFGRID3
* xyz 0 1
C 1.6136 -2.0657 3.9778
O 1.7949 -1.4173 2.7309
C 1.8822 -0.0345 2.8524
C 0.5555 0.6550 3.2316
C -0.7015 -0.1416 2.8788
C -1.8383 0.6785 2.3428
F -2.8326 -0.1776 2.0565
Br -2.5565 1.9070 3.6577
C -1.5282 1.3951 1.0222
F -1.0224 0.5534 0.1930
F -0.7671 2.4218 1.1662
Br -3.1952 2.0773 0.2165
C 2.3856 0.5284 1.4891
O 2.7837 -0.5348 0.6518
C 2.1790 -0.4293 -0.6222
C 2.4700 -1.6604 -1.4534
C 1.1808 -2.2699 -2.0462
C 1.1178 -2.1847 -3.5660
C 1.5180 -3.5505 -4.1098
O 0.5216 -4.5082 -3.7750
H 2.4908 -2.6290 4.2741
H 0.7800 -2.7479 3.8998
H 1.3837 -1.3830 4.7865
H 2.6165 0.2315 3.6024
H 0.5630 0.7787 4.3007
H 0.5804 1.6514 2.8228
H -1.0583 -0.5806 3.7941
H -0.5392 -0.9681 2.2035
H 1.6047 1.1000 1.0157
H 3.2611 1.1442 1.6281
H 1.1055 -0.3586 -0.4977
H 2.5399 0.4740 -1.1083
H 3.1094 -1.3774 -2.2702
H 2.9309 -2.4063 -0.8326
H 1.1380 -3.2966 -1.7380
H 0.2999 -1.7968 -1.6334
H 0.1082 -2.0168 -3.9094
H 1.7867 -1.4326 -3.9515
H 2.4459 -3.8500 -3.6486
H 1.6353 -3.5464 -5.1856
H -0.1562 -4.4618 -4.4498
C -1.0628 -4.6623 -0.2430
Br -0.7415 -6.5501 -0.0546
Br -2.9225 -4.2249 -0.0449
Br -0.0011 -3.6428 0.9988
H -0.7687 -4.3857 -1.2462
C -2.3887 1.6794 -4.3416
Br -1.9052 0.8523 -2.6752
Br -3.4830 0.5268 -5.4309
Br -3.2198 3.3889 -4.0461
H -1.4738 1.8584 -4.8860
C 0.6765 5.5864 -3.5109
Br 0.6858 4.8091 -5.2738
Br 0.0695 7.4172 -3.5365
Br -0.3372 4.5205 -2.2746
H 1.6977 5.5968 -3.1631
C -3.5658 -1.6245 4.7577
Br -4.6528 -2.5414 3.4672
Br -4.3617 -1.5852 6.5116
Br -1.7704 -2.3279 4.7652
H -3.4874 -0.6019 4.4193
C 2.3654 8.7853 -6.2588
Br 1.5325 8.1832 -7.8873
Br 3.9253 7.7410 -5.8210
Br 2.7648 10.6679 -6.3179
H 1.6514 8.6346 -5.4639
C -6.2333 -0.1472 0.0845
Br -6.1947 -0.9887 -1.6468
Br -6.9171 1.6455 -0.0040
Br -7.1578 -1.2019 1.4000
H -5.2091 -0.0726 0.4224
C 3.6887 -2.2745 6.3736
Br 1.7767 -2.0613 6.2973
Br 4.3175 -3.4706 5.0026
Br 4.5921 -0.5755 6.3041
H 3.9232 -2.7241 7.3257
*
```

HOMO-LUMO gap   8.71 eV
HOMO   -8.97 eV
LUMO level   -0.257 eV

Results of the Mulliken charge analysis, in e, for atoms 1 through 5: C -0.43; O -0.23; C 1.02; C -2.35; C 1.26

Entry 2:
Below is a cluster of 2 separate species, C2H8NO2 in total in a non-equilibrium geometry, with properties calculated with the ωB97M-V functional and the def2-TZVPD basis.

```
! RIJCOSX wB97M-V def2-TZVPD def2/J DEFGRID3
* xyz 1 1
C 1.4122 -0.0125 1.5806
N -0.0238 0.4042 1.4377
H 1.7786 0.4918 2.4633
H 1.3979 -1.0872 1.7319
H 2.0082 0.2380 0.7134
H -0.4769 -0.0371 0.6228
H -0.1165 1.3931 1.1781
H -0.5001 0.3628 2.3208
O -1.2387 -0.4068 -0.8472
C -1.2910 -0.3142 -2.0414
O -0.5342 -0.9462 -2.9273
H -2.0710 0.2820 -2.5503
H -0.3446 -0.3678 -3.6823
*
```

HOMO-LUMO gap   12.03 eV
HOMO   -15.40 eV
LUMO level   -3.365 eV

Results of the natural (NBO) charge analysis, in e, for atoms 1 through 5: C -0.41; N -0.68; H 0.23; H 0.24; H 0.24

Entry 3:
Below is a structure of composition C14H25N4OPd, with properties calculated with the ωB97M-V functional and the def2-TZVPD basis.

```
! RIJCOSX wB97M-V def2-TZVPD def2/J DEFGRID3
* xyz 1 3
Pd -0.3042 -0.6425 0.3025
C 0.7374 -1.8741 -2.2729
C -0.3477 -0.8716 -2.6492
N -1.4144 -0.8378 -1.6275
C -2.3589 0.2676 -1.8131
C -1.7910 1.5507 -1.2462
C -2.3935 2.7749 -1.4678
C -1.7887 3.9093 -0.9476
C -0.5912 3.7885 -0.2674
C -0.0434 2.5257 -0.0839
C 1.2958 2.3533 0.6067
N 1.8176 1.0134 0.4620
C 2.4141 0.7220 -0.8321
C 2.6194 -0.7777 -1.0222
N 1.3755 -1.5649 -0.9846
N -0.6581 1.4342 -0.5438
H 1.4746 -1.9221 -3.0807
H 0.2901 -2.8678 -2.1938
H -0.7606 -1.1194 -3.6325
H 0.0697 0.1339 -2.7127
H -1.9183 -1.7185 -1.6330
H -3.2929 0.0197 -1.3056
H -2.5967 0.4125 -2.8728
H -3.3087 2.8401 -2.0397
H -2.2372 4.8822 -1.0942
H -0.0746 4.6597 0.1114
H 1.1736 2.5755 1.6691
H 1.9710 3.1240 0.2071
H 2.4361 0.7714 1.2244
H 3.3800 1.2248 -0.9758
H 1.7461 1.1084 -1.6060
H 3.2625 -1.1470 -0.2212
H 3.1513 -0.9523 -1.9633
H 1.5401 -2.4198 -0.4689
C 0.1916 -1.2754 4.0912
C -0.5506 -1.8003 2.8721
C -1.0495 -3.2230 3.0628
O 0.3172 -1.7513 1.7565
H -0.4478 -1.2800 4.9748
H 0.5347 -0.2542 3.9210
H 1.0612 -1.9017 4.2931
H -1.4199 -1.1392 2.6750
H -0.2072 -3.8881 3.2567
H -1.5644 -3.5735 2.1676
H -1.7398 -3.2894 3.9045
*
```

<S²>   2.01
HOMO-LUMO gap (spin up / spin down)   8.90 / 7.76 eV
HOMO (spin up / spin down)   -11.38 / -11.41 eV
LUMO level (spin up / spin down)   -2.476 / -3.659 eV

Results of the natural (NBO) charge analysis, in e, for atoms 1 through 5: Pd 1.11; C -0.24; C -0.24; N -0.64; C -0.26

Computed values of electronic energy (unit: Ha) for the preceding records, in sequence: -60468.13293, -285.99212, -970.36373.